Molecular formula: C32H36N10O9RuS2
Method: DFT, the ωB97M-V functional and the def2-TZVPD basis

Element x y z (Å)
Ru (-0.330, -0.236, -0.476)
O (1.926, -1.599, 2.687)
C (1.546, -0.880, 1.775)
O (0.383, -0.371, 1.614)
C (2.558, -0.581, 0.670)
C (3.926, -0.767, 0.948)
C (4.818, -0.673, -0.072)
C (4.365, -0.371, -1.376)
C (5.248, -0.293, -2.477)
C (4.784, 0.036, -3.716)
C (3.417, 0.333, -3.895)
C (2.538, 0.266, -2.850)
C (2.984, -0.125, -1.568)
N (2.095, -0.259, -0.521)
H (4.217, -1.002, 1.960)
H (5.877, -0.834, 0.097)
H (6.301, -0.497, -2.316)
H (5.461, 0.087, -4.559)
H (3.062, 0.623, -4.877)
H (1.497, 0.519, -2.981)
C (-4.541, -1.105, 1.522)
N (-3.567, -2.151, 1.806)
C (-4.109, -3.380, 2.384)
C (-2.415, -2.152, 1.076)
N (-2.221, -1.414, 0.036)
N (-1.439, -3.008, 1.539)
C (-0.170, -3.198, 1.023)
N (0.557, -4.120, 1.707)
N (0.215, -2.593, -0.042)
H (-5.221, -1.031, 2.366)
H (-5.133, -1.311, 0.623)
H (-4.033, -0.148, 1.411)
H (-4.916, -3.113, 3.060)
H (-3.374, -3.931, 2.967)
H (-4.507, -4.046, 1.613)
H (-3.033, -0.869, -0.216)
H (-1.606, -3.412, 2.442)
H (0.328, -4.303, 2.669)
H (1.548, -4.119, 1.530)
H (1.147, -2.865, -0.331)
O (-0.380, 1.473, -2.225)
S (-0.355, 2.987, -1.981)
C (-0.215, 3.681, -3.664)
C (0.991, 4.613, -3.657)
C (2.052, 3.891, -2.827)
C (1.346, 3.468, -1.547)
H (-1.154, 4.170, -3.919)
H (-0.065, 2.815, -4.309)
H (0.732, 5.563, -3.185)
H (1.329, 4.825, -4.670)
H (2.909, 4.527, -2.609)
H (2.412, 3.013, -3.365)
H (1.234, 4.299, -0.849)
H (1.786, 2.625, -1.016)
N (-2.379, -0.150, -3.383)
C (-1.592, -1.193, -3.710)
S (-0.214, -1.596, -2.808)
N (-2.016, -1.909, -4.767)
C (-1.434, -3.023, -5.438)
C (-2.319, -3.892, -6.067)
C (-1.841, -4.987, -6.766)
C (-0.476, -5.220, -6.848)
C (0.403, -4.337, -6.239)
C (-0.066, -3.235, -5.538)
H (-2.004, 0.547, -2.756)
H (-3.104, 0.153, -4.012)
H (-2.950, -1.700, -5.082)
H (-3.388, -3.717, -6.009)
H (-2.540, -5.662, -7.244)
H (-0.102, -6.081, -7.386)
H (1.471, -4.497, -6.315)
H (0.633, -2.549, -5.083)
O (-2.096, 1.220, 0.172)
C (-1.284, 1.989, 0.769)
O (-0.057, 1.981, 0.516)
C (-1.808, 2.957, 1.784)
C (-0.925, 3.734, 2.519)
C (-1.434, 4.624, 3.444)
C (-2.788, 4.771, 3.663)
C (-3.640, 3.987, 2.911)
C (-3.176, 3.082, 1.977)
N (-5.098, 4.126, 3.108)
O (-5.478, 4.988, 3.867)
O (-5.817, 3.367, 2.487)
N (-0.498, 5.461, 4.222)
O (-0.947, 6.055, 5.178)
O (0.655, 5.500, 3.844)
H (0.141, 3.637, 2.370)
H (-3.168, 5.470, 4.393)
H (-3.864, 2.485, 1.399)

Molecular weight in u: 869.90
2S+1: 6
HOMO level (alpha / beta) in eV: -10.849 / -10.981
F_max in eV/Å: 0.41
Charge: +1
Frontier orbital gap (alpha / beta) in eV: 8.2 / 7.2

***

Molecular formula: C16H20BF2N2O3
Method: DFT, the ωB97M-V functional and the def2-TZVPD basis

Element x y z (Å)
C (-2.236, -0.212, 2.897)
N (-1.127, -0.951, 2.320)
C (-1.063, -2.320, 2.808)
B (-0.814, -0.729, 0.936)
O (-0.877, 0.573, 0.410)
N (-0.414, -1.799, 0.046)
C (-1.666, -2.477, -0.412)
C (-1.640, -2.647, -1.959)
O (-2.387, -1.845, -2.566)
O (-0.846, -3.498, -2.410)
H (-3.151, -0.823, 2.877)
H (-2.042, 0.069, 3.944)
H (-2.410, 0.708, 2.336)
H (-2.040, -2.820, 2.723)
H (-0.338, -2.877, 2.212)
H (-0.763, -2.349, 3.865)
H (-1.695, 0.732, -0.070)
H (0.006, -1.373, -0.774)
H (-2.548, -1.859, -0.193)
H (-1.770, -3.450, 0.089)
F (-2.077, 2.841, -0.732)
C (-1.800, 2.657, -2.046)
C (-1.918, 1.384, -2.575)
C (-1.596, 1.194, -3.909)
C (-1.178, 2.266, -4.690)
C (-1.070, 3.532, -4.130)
C (-1.376, 3.738, -2.792)
H (-2.217, 0.542, -1.960)
H (-1.657, 0.196, -4.323)
H (-0.922, 2.109, -5.730)
H (-0.732, 4.366, -4.733)
H (-1.287, 4.711, -2.327)
F (4.136, 0.718, 4.335)
C (4.050, 0.372, 3.027)
C (2.844, -0.081, 2.535)
C (2.771, -0.431, 1.194)
C (3.888, -0.323, 0.377)
C (5.087, 0.136, 0.903)
C (5.179, 0.491, 2.242)
H (1.981, -0.156, 3.183)
H (1.835, -0.791, 0.790)
H (3.819, -0.600, -0.666)
H (5.961, 0.220, 0.269)
H (6.101, 0.854, 2.676)

Molecular weight in u: 337.15
HOMO level in eV: -4.698
F_max in eV/Å: 0.89
Charge: -1
Frontier orbital gap in eV: 7.6

***

Molecular formula: C24H22N2O4
Method: DFT, the ωB97M-V functional and the def2-TZVPD basis

Element x y z (Å)
C (-5.750, -2.378, 0.780)
H (-6.602, -2.723, 0.197)
O (-4.793, -1.961, -0.161)
C (-3.612, -1.467, 0.295)
C (-3.259, -1.351, 1.623)
C (-2.019, -0.832, 1.966)
C (-1.124, -0.423, 0.999)
C (-1.467, -0.534, -0.361)
C (-2.709, -1.056, -0.721)
O (-3.201, -1.277, -1.961)
C (-2.457, -1.031, -3.128)
H (-1.492, -1.548, -3.108)
H (-2.298, 0.037, -3.295)
H (-3.061, -1.439, -3.938)
C (-0.489, -0.031, -1.376)
O (-0.608, 0.980, -2.019)
O (0.551, -0.867, -1.529)
H (1.205, -0.480, -2.134)
C (0.210, 0.119, 1.449)
N (0.747, 1.173, 0.581)
N (1.988, 0.914, 0.163)
C (2.381, -0.241, 0.572)
C (3.669, -0.794, 0.234)
C (4.047, -2.067, 0.669)
C (5.286, -2.580, 0.337)
C (6.168, -1.838, -0.431)
C (5.803, -0.574, -0.869)
C (4.568, -0.055, -0.543)
H (4.273, 0.928, -0.875)
H (6.489, 0.007, -1.468)
H (7.137, -2.243, -0.687)
H (5.567, -3.565, 0.680)
H (3.368, -2.656, 1.267)
C (1.331, -0.939, 1.413)
H (1.705, -1.179, 2.409)
H (0.997, -1.859, 0.931)
C (0.166, 2.409, 0.386)
C (0.829, 3.360, -0.393)
C (0.257, 4.595, -0.614)
C (-0.977, 4.907, -0.066)
C (-1.636, 3.965, 0.706)
C (-1.076, 2.722, 0.935)
H (-1.612, 1.999, 1.529)
H (-2.600, 4.196, 1.134)
H (-1.424, 5.873, -0.242)
H (0.777, 5.321, -1.222)
H (1.787, 3.106, -0.818)
H (0.093, 0.528, 2.462)
H (-1.756, -0.742, 3.010)
H (-3.933, -1.658, 2.405)
H (-5.378, -3.202, 1.398)
H (-6.066, -1.552, 1.427)

Molecular weight in u: 402.45
HOMO level in eV: -7.224
F_max in eV/Å: 1.35
Frontier orbital gap in eV: 7.7
SMILES: COc1ccc([C@H]2CC(c3ccccc3)=NN2c2ccccc2)c(C(=O)O)c1OC

***

Molecular formula: C5H7NO
Method: DFT, the ωB97M-V functional and the def2-TZVPD basis

Element x y z (Å)
C (-0.989, -2.445, 0.077)
C (-0.367, -1.654, 0.881)
C (-0.420, 1.604, -0.167)
C (0.972, 1.449, 0.440)
C (0.546, 0.613, -0.673)
N (0.907, -0.238, -1.501)
O (-1.543, -3.146, -0.668)
H (-0.902, -1.119, 1.640)
H (0.701, -1.570, 0.855)
H (-1.268, 1.269, 0.412)
H (-0.621, 2.484, -0.762)
H (1.701, 2.220, 0.237)
H (1.066, 1.031, 1.432)
H (0.216, -0.499, -2.204)

Molecular weight in u: 97.12
HOMO level in eV: -9.200
F_max in eV/Å: 1.51
Frontier orbital gap in eV: 10.0
SMILES: N=C1CC1.C=C=O

***

Molecular formula: C6H7Br
Method: DFT, the ωB97M-V functional and the def2-TZVPD basis

Element x y z (Å)
C (-1.386, -0.530, 0.865)
C (-1.876, 0.339, 0.024)
C (1.179, 0.381, -0.827)
C (1.364, 1.383, -1.561)
C (0.051, -0.330, 1.242)
C (0.894, -0.763, -0.012)
Br (-3.679, 0.469, -0.465)
H (-2.002, -1.353, 1.062)
H (2.418, 1.589, -2.094)
H (0.646, 2.042, -1.759)
H (0.013, 0.699, 1.659)
H (0.103, -1.038, 2.112)
H (0.465, -1.683, -0.487)
H (1.809, -1.206, 0.242)

Molecular weight in u: 159.03
HOMO level (alpha / beta) in eV: -9.067 / -7.198
F_max in eV/Å: 5.50
Frontier orbital gap (alpha / beta) in eV: 9.7 / 6.2

***

Molecular formula: C3H5NO
Method: DFT, the ωB97M-V functional and the def2-TZVPD basis

Element x y z (Å)
C (1.224, 0.042, -0.645)
O (0.151, -0.861, -0.458)
C (-1.018, -0.239, -0.018)
C (-0.945, 0.128, 1.417)
N (-0.872, 0.406, 2.537)
H (2.134, -0.554, -0.718)
H (1.323, 0.734, 0.202)
H (1.092, 0.620, -1.570)
H (-1.840, -0.946, -0.153)
H (-1.249, 0.670, -0.594)

Molecular weight in u: 71.08
HOMO level in eV: -10.950
F_max in eV/Å: 1.12
Frontier orbital gap in eV: 11.8
SMILES: COCC#N